[1]
Molecular formula: C6H19BrN5O3Y
Method: DFT, ωB97M-V/def2-TZVPD

ORCA input file:
```
! RIJCOSX wB97M-V def2-TZVPD def2/J DEFGRID3
* xyz 2 1
Y 4.900 0.247 6.606
Br 0.580 1.518 4.194
C -4.941 -1.507 5.372
O -5.926 -2.132 5.666
N -4.307 -1.577 4.202
N -4.357 -0.568 6.114
H -3.544 -0.936 4.041
H -4.517 -2.295 3.524
H -5.003 -0.194 6.794
H -3.579 -0.112 5.659
C 4.861 -2.616 0.754
O 5.116 -2.106 1.845
N 3.720 -2.970 0.330
N 5.707 -2.853 -0.222
H 2.911 -2.626 0.828
H 3.586 -3.188 -0.647
H 6.670 -2.557 -0.156
H 5.344 -2.871 -1.165
C -2.353 1.829 -3.792
C -1.386 1.662 -2.640
C 0.124 1.947 -3.043
O 0.649 0.921 -3.935
C 1.976 1.059 -4.168
N -1.700 2.612 -1.617
H -2.249 2.893 -4.005
H -3.372 1.491 -3.604
H -1.919 1.346 -4.668
H -1.497 0.649 -2.253
H 0.659 1.841 -2.099
H 0.380 2.992 -3.223
H 2.330 0.075 -4.479
H 2.485 1.301 -3.236
H 2.307 1.748 -4.945
H -2.598 2.430 -1.192
H -1.057 2.544 -0.841
*
```

The HOMO energy is -13.79 eV.

Partial charges, natural (NBO), in e: atom 1 (Y): 1.372, atom 2 (Br): -0.089, atom 3 (C): 0.742, atom 4 (O): -0.538, atom 5 (N): -0.778, atom 6 (N): -0.787, atom 7 (H): 0.375, atom 8 (H): 0.421, atom 9 (H): 0.427, atom 10 (H): 0.381, atom 11 (C): 0.755, atom 12 (O): -0.716, atom 13 (N): -0.789, atom 14 (N): -0.811, atom 15 (H): 0.394, atom 16 (H): 0.388, atom 17 (H): 0.405, atom 18 (H): 0.380, atom 19 (C): -0.626, atom 20 (C): -0.070, atom 21 (C): -0.074, atom 22 (O): -0.460, atom 23 (C): -0.252, atom 24 (N): -0.639, atom 25 (H): 0.226, atom 26 (H): 0.230, atom 27 (H): 0.240, atom 28 (H): 0.216, atom 29 (H): 0.160, atom 30 (H): 0.207, atom 31 (H): 0.203, atom 32 (H): 0.161, atom 33 (H): 0.200, atom 34 (H): 0.380, atom 35 (H): 0.363


[2]
Molecular formula: C2H6N2O
Method: DFT, ωB97M-V/def2-TZVPD

ORCA input file:
```
! RIJCOSX wB97M-V def2-TZVPD def2/J DEFGRID3
* xyz 0 1
C -0.091 0.089 1.693
C 0.918 -0.136 -0.485
H -0.945 0.702 1.262
H 0.566 0.885 2.402
H -0.322 -0.974 2.287
H 1.840 -0.596 -0.924
H -0.175 -0.390 -2.218
H -1.431 -0.752 0.246
N 1.087 -0.231 0.792
N -0.132 0.257 -1.283
O -1.397 0.153 -0.858
*
```

The HOMO energy is -9.00 eV.

Partial charges, natural (NBO), in e: atom 1 (C): -0.546, atom 2 (C): 0.197, atom 3 (H): 0.223, atom 4 (H): 0.226, atom 5 (H): 0.223, atom 6 (H): 0.202, atom 7 (H): 0.350, atom 8 (H): 0.401, atom 9 (N): -0.465, atom 10 (N): -0.301, atom 11 (O): -0.511


Energy
In order: -91182.861; -7192.751
Unit: eV
Energy relative to the best compared isomer or geometry (same formula, charge and spin)
In order: 263.4; 162.3
Unit: kcal/mol
Frontier orbital gap
In order: 1.734; 8.838
Unit: eV